Record 1
Density functional theory data (ωB97M-V/def2-TZVPD) for C7H5MgNO4Se3Te as an isolated structure.

Atoms and positions in Å:
1 Te 1.355 3.181 -3.647
2 Se -0.048 1.200 -3.861
3 Se 3.395 0.257 -2.008
4 Se 3.463 2.489 -2.451
5 Mg 0.860 0.091 -1.741
6 O 0.351 -1.930 -1.876
7 O 0.816 2.111 -0.502
8 O 0.170 2.978 1.471
9 O -0.644 -3.649 -0.937
10 N -0.110 -0.249 0.012
11 C -0.946 0.407 2.174
12 C -0.581 -1.505 0.234
13 C -0.292 0.706 0.984
14 C -1.234 -1.857 1.379
15 C -1.425 -0.874 2.383
16 C -0.269 -2.378 -0.914
17 C 0.267 1.965 0.595
18 H -1.936 -1.128 3.301
19 H -1.606 -2.862 1.542
20 H -1.068 1.183 2.918
21 H 0.601 3.746 1.071
22 H -1.120 -3.881 -0.128

## Properties
E_HOMO (spin up / spin down): -6.1 / -7.5 eV
orbital gap (spin up / spin down): 3.9 / 7.1 eV
E_tot: -225801.084 eV
lowest unoccupied orbital energy (spin up / spin down): -0.0810 / -0.0169 Ha

Here are the natural (NBO) charges for atoms 1 to 2, given in e:
1 Te 0.468
2 Se -0.656

---

Record 2
Density functional theory data (ωB97M-V/def2-TZVPD) for one molecule with the formula C7H5NO2 in a non-equilibrium geometry.

Atoms and positions in Å:
1 O -1.823 -0.477 -1.615
2 O -0.291 0.425 -2.822
3 N -0.775 0.161 -1.750
4 C -0.028 0.498 -0.605
5 C -0.371 -0.069 0.735
6 C -0.474 -1.630 0.747
7 C 1.742 1.533 2.091
8 C 1.646 1.417 0.664
9 C 0.896 0.618 1.605
10 C 1.079 1.309 -0.613
11 H 1.429 1.933 -1.481
12 H 0.471 -2.193 0.623
13 H -1.435 0.348 0.963
14 H -1.000 -1.910 -0.159
15 H -1.067 -1.963 1.617

## Properties
E_HOMO: -8.5 eV
orbital gap: 6.4 eV
SMILES string: C[C@H]1C2=C=C2C=C1[N+](=O)[O-]
energy above the lowest of the compared OMol25 structures with the same formula, charge and spin: 858.60 kJ/mol
E_tot: -12915.390 eV
lowest unoccupied orbital energy: -0.0762 Ha

Here are the Mulliken charges for atoms 1 to 2, given in e:
1 O -0.564
2 O -0.565

---

Record 3
Density functional theory data (ωB97M-V/def2-TZVPD) for a 2-piece molecular cluster, C7H5NO4 overall in a non-equilibrium geometry.

Atoms and positions in Å:
1 O -3.303 2.400 -0.325
2 O -3.448 -0.501 0.524
3 O -0.916 -0.774 1.631
4 O -2.889 -2.085 -0.798
5 N -2.665 -1.305 0.107
6 C 1.033 0.802 0.493
7 C 0.805 0.058 -0.711
8 C -1.240 -1.388 0.625
9 C -1.020 1.357 -0.086
10 C -2.267 1.854 -0.123
11 C -0.588 0.254 -0.962
12 C -0.057 1.548 0.857
13 H -0.729 -2.228 0.071
14 H 1.529 -0.429 -1.314
15 H 0.079 2.320 1.682
16 H 1.920 0.793 1.110
17 H -1.282 -0.032 -1.729

## Properties
E_HOMO: -9.1 eV
orbital gap: 8.1 eV
SMILES string: O=C[N+](=O)[O-].O=C=C1C=CC=C1
energy above the lowest of the compared OMol25 structures with the same formula, charge and spin: 636.90 kJ/mol
E_tot: -17013.974 eV
lowest unoccupied orbital energy: -0.0379 Ha

Here are the natural (NBO) charges for atoms 1 to 2, given in e:
1 O -0.383
2 O -0.357